(1)
ORCA calculation (ωB97M-V/def2-TZVPD) on the ion C23H28N3 with charge +1.

Results
Electronic energy, Ha: -1057.259388
Relative energy (zero: lowest compared OMol25 entry of this formula, charge and spin), kcal/mol: 13.4
HOMO, eV: -11.13
SMILES: CN1CCCN2CCC[N+]([C@H](/C=C/c3ccccc3)c3ccccc3)=C12
Net charge: +1
LUMO energy, eV: -2.16

Each line ends with the Mulliken charge.
Cartesian coordinates (Å):
C -1.9566 -0.4393 1.6366  -0.611
N -1.2821 -1.6102 1.0673  0.191
C -2.1572 -2.7724 1.2249  -0.697
C -1.6499 -3.9482 0.4461  -0.666
C -0.2558 -4.2654 0.8798  -0.697
N 0.5555 -3.0594 0.9050  0.129
C 1.9630 -3.3965 1.0994  -0.739
C 2.7360 -2.1680 1.4312  -0.835
C 2.3483 -1.1435 0.4174  -0.244
N 0.9546 -0.7568 0.6666  0.221
C 0.5661 0.6110 0.5503  -0.044
C -0.3395 0.9189 -0.6229  -0.020
C -1.2893 1.8696 -0.5641  -0.527
C -2.1616 2.3010 -1.6651  -0.120
C -3.5700 2.3058 -1.5255  -0.293
C -4.3813 2.7480 -2.5708  -0.656
C -3.8015 3.2453 -3.7464  -0.401
C -2.4068 3.2524 -3.8909  -0.628
C -1.5934 2.7546 -2.8733  -0.245
C 1.7951 1.5073 0.4798  -1.074
C 2.3224 2.0459 1.6621  -0.094
C 3.5563 2.6933 1.6297  -0.809
C 4.2520 2.8299 0.4262  -0.430
C 3.6984 2.3375 -0.7596  -0.762
C 2.4420 1.7201 -0.7457  0.194
C 0.0626 -1.7944 0.8901  0.504
H -1.3822 0.4791 1.5749  0.094
H -2.8794 -0.2728 1.0638  0.311
H -2.2044 -0.6210 2.6955  0.372
H -2.2291 -3.0177 2.2984  0.355
H -3.1547 -2.4828 0.8829  0.373
H -2.2908 -4.8124 0.6428  0.350
H -1.6776 -3.7449 -0.6288  0.331
H -0.2431 -4.7168 1.8843  0.385
H 0.2033 -4.9882 0.1944  0.349
H 2.0529 -4.1621 1.8813  0.399
H 2.3400 -3.8516 0.1700  0.361
H 2.5197 -1.8182 2.4455  0.317
H 3.8055 -2.3644 1.3785  0.356
H 3.0336 -0.3025 0.4991  0.173
H 2.4271 -1.5478 -0.6009  0.203
H 0.0944 0.9026 1.5027  0.743
H -0.1471 0.3334 -1.5334  0.497
H -1.4496 2.3838 0.4063  0.547
H -4.0112 1.9341 -0.5948  0.360
H -5.4679 2.7124 -2.4696  0.377
H -4.4335 3.6286 -4.5482  0.375
H -1.9511 3.6462 -4.7983  0.380
H -0.5050 2.7358 -2.9711  0.367
H 1.7466 1.9584 2.5900  0.377
H 3.9756 3.0771 2.5572  0.409
H 5.2196 3.3315 0.4034  0.405
H 4.2340 2.4185 -1.7038  0.403
H 1.9674 1.3754 -1.6704  0.383

=====

(2)
ORCA calculation (ωB97M-V/def2-TZVPD) on a structure of composition C23H28N3O7Ru.

Results
Electronic energy, Ha: -1679.010940
Relative energy (zero: lowest compared OMol25 entry of this formula, charge and spin), kcal/mol: 34.3
HOMO (alpha / beta), eV: -7.93 / -7.93
Net charge: 0
Spin multiplicity: 2
LUMO energy (alpha / beta), eV: -0.41 / -1.13

Each line ends with the Mulliken spin population.
Cartesian coordinates (Å):
Ru -1.6710 1.6373 1.5119  0.863
C -3.0831 -0.9201 4.6266  -0.002
C -2.7151 0.2193 3.7467  -0.012
N -2.6590 0.1373 2.4572  -0.018
O -2.9973 -1.0796 1.9254  0.001
C -2.4749 1.5622 4.2264  0.014
C -2.4563 2.0193 5.6397  0.000
N -2.2750 2.3656 3.2163  0.015
O -2.1269 3.6095 3.2589  0.104
H -2.7147 -1.8542 4.2104  0.000
H -4.1696 -0.9973 4.7086  0.000
H -2.6735 -0.7673 5.6229  0.000
H -2.5486 -1.0515 1.0526  -0.003
H -3.3623 1.7448 6.1808  0.000
H -2.3415 3.0997 5.6660  0.001
H -1.5994 1.5681 6.1456  0.000
C 0.3259 4.6315 1.6923  0.004
C 0.8601 3.2272 1.5013  -0.008
C 2.2943 3.2723 1.0062  0.000
O 0.0240 2.5826 0.4823  0.009
C 0.7911 2.3260 2.7625  0.003
O 1.5724 2.4653 3.6706  0.000
O -0.0774 1.3293 2.6976  -0.024
H 0.5587 5.2254 0.8076  0.000
H 0.8135 5.0755 2.5600  0.001
H -0.7433 4.6478 1.8659  -0.007
H 2.3467 3.8398 0.0771  0.000
H 2.6948 2.2689 0.8390  0.000
H 2.9123 3.7497 1.7634  0.001
H 0.4891 1.7663 0.2403  0.004
C 4.5045 -2.8570 -3.3230  0.000
C 3.2320 -3.2901 -2.6471  0.000
C 3.1014 -4.5973 -2.1966  0.000
C 1.9496 -5.0147 -1.5479  0.000
C 0.9033 -4.1276 -1.3819  0.000
C 1.0126 -2.8160 -1.8365  -0.001
N -0.0968 -1.9565 -1.6191  -0.001
C -0.7084 -1.2085 -2.5927  -0.010
C -0.5736 -1.5697 -3.9455  0.001
C -1.1854 -0.8395 -4.9385  0.000
C -1.9592 0.2822 -4.6387  0.001
C -2.1090 0.6435 -3.3196  0.004
C -1.5063 -0.0828 -2.2860  0.007
C -1.7130 0.3992 -0.9079  -0.009
O -2.2194 1.5457 -0.7042  0.023
O -1.3528 -0.2948 0.1024  0.039
C 2.1916 -2.3716 -2.4457  0.000
C 2.3957 -0.9348 -2.8407  0.000
H 5.1401 -3.7155 -3.5345  0.000
H 5.0750 -2.1667 -2.6964  0.000
H 4.3069 -2.3414 -4.2644  0.000
H 3.9187 -5.2919 -2.3494  0.000
H 1.8604 -6.0334 -1.1939  0.000
H -0.0235 -4.4386 -0.9169  0.000
H -0.3265 -1.7120 -0.6673  0.002
H 0.0158 -2.4424 -4.1937  0.000
H -1.0685 -1.1541 -5.9683  0.000
H -2.4341 0.8523 -5.4247  0.000
H -2.7008 1.5051 -3.0421  0.000
H 2.3896 -0.8067 -3.9263  0.000
H 3.3624 -0.5789 -2.4801  0.000
H 1.6238 -0.2863 -2.4344  0.000

=====

(3)
ORCA calculation (ωB97M-V/def2-TZVPD) on a structure of composition C23H28N4O2Re.

Results
Electronic energy, Ha: -1340.358538
Relative energy (zero: lowest compared OMol25 entry of this formula, charge and spin), kcal/mol: 111.5
HOMO (alpha / beta), eV: -13.30 / -13.17
Net charge: +2
Spin multiplicity: 2
LUMO energy (alpha / beta), eV: -6.92 / -9.37

Each line ends with the Mulliken spin population.
Cartesian coordinates (Å):
Re -0.0710 0.0018 -0.3875  0.054
C 0.2706 2.4537 1.4060  0.067
N 1.0479 1.8473 0.3125  -0.011
C 1.2191 2.8484 -0.7794  0.004
C 0.2441 2.7073 -1.9593  0.001
C -1.2334 2.5642 -1.6129  0.000
N -1.5805 1.3135 -0.9320  0.000
C -2.8403 1.1958 -0.6315  -0.006
C -3.4834 0.0706 -0.0467  0.000
C -4.8902 0.0509 0.0483  0.001
C -5.5561 -1.0888 0.4314  0.000
C -4.8380 -2.2364 0.7702  -0.001
C -3.4600 -2.2250 0.7669  -0.003
C -2.7526 -1.0797 0.3758  0.003
O -1.4399 -1.0732 0.4375  0.008
C 2.3797 1.4481 0.8252  -0.016
C 2.4267 0.4942 2.0301  0.037
C 1.7147 -0.8759 1.8915  0.022
N 1.4733 -1.1577 0.4915  0.001
C 2.2744 -1.9791 -0.1145  -0.001
C 2.4341 -2.0933 -1.5193  0.002
C 3.2010 -3.1450 -2.0485  0.000
C 3.5056 -3.1954 -3.3867  0.000
C 3.0987 -2.1594 -4.2345  -0.001
C 2.3628 -1.1043 -3.7499  0.000
C 1.9608 -1.0547 -2.3956  -0.002
O 1.2591 -0.0614 -1.9542  0.005
H 0.8443 3.2609 1.8657  -0.002
H 0.0529 1.7074 2.1860  0.024
H -0.6689 2.8574 1.0366  0.002
H 2.2205 2.7407 -1.2011  0.001
H 1.1370 3.8508 -0.3510  0.001
H 0.5406 1.8597 -2.5771  0.000
H 0.3458 3.6024 -2.5760  0.000
H -1.8015 2.5894 -2.5477  0.000
H -1.5677 3.4164 -1.0146  0.000
H -3.5031 2.0189 -0.8943  0.000
H -5.4466 0.9392 -0.2159  0.000
H -6.6338 -1.1063 0.4544  0.000
H -5.3628 -3.1386 1.0440  0.000
H -2.8971 -3.1015 1.0480  0.000
H 2.9221 2.3486 1.1365  -0.001
H 2.9304 1.0026 -0.0081  0.001
H 2.0523 0.9772 2.9325  0.003
H 3.4883 0.2981 2.1821  -0.003
H 0.0212 -1.8743 2.5738  0.043
H 2.3595 -1.6499 2.3361  0.002
H 2.9564 -2.5838 0.4874  0.000
H 3.5459 -3.9245 -1.3843  0.000
H 4.0567 -4.0304 -3.7828  0.000
H 3.3630 -2.1923 -5.2816  0.000
H 2.0518 -0.3052 -4.4040  0.000
C -1.3010 -0.2329 4.0739  0.096
C -0.0856 0.0087 3.3007  0.686
N 0.4468 -0.9375 2.6125  -0.048
H -1.8710 -1.1077 3.7370  0.031
H -1.9463 0.6423 4.0931  0.005
H -0.9770 -0.4019 5.1058  -0.004

=====

(4)
ORCA calculation (ωB97M-V/def2-TZVPD) on a cluster of 2 separate species, C23H28N4O4 in total.

Results
Electronic energy, Ha: -1413.261576
Relative energy (zero: lowest compared OMol25 entry of this formula, charge and spin), kcal/mol: 26.2
HOMO, eV: -7.45
SMILES: CNC(=O)[C@@H](NC(C)=O)[C@@H](C)O.COc1ccc(Nc2ccnc3ccccc23)cc1
Net charge: 0
LUMO energy, eV: 0.16

Each line ends with the Mulliken charge.
Cartesian coordinates (Å):
C -1.7611 -2.5513 -2.6434  -0.936
N -1.1901 -1.4521 -1.8647  -0.061
C 0.0752 -1.0218 -1.8615  -0.013
O 0.3701 -0.0576 -1.1585  -0.611
C 1.1512 -1.7375 -2.6950  -0.194
N 2.2821 -0.8368 -2.9870  -0.102
C 2.9014 -0.7651 -4.1633  0.793
C 4.0849 0.1691 -4.2526  -1.245
O 2.5521 -1.4114 -5.1427  -0.656
C 1.6193 -3.0196 -1.9754  0.522
C 2.7059 -3.7956 -2.7205  -1.655
O 2.1512 -2.7334 -0.7061  -0.435
H -1.3614 -3.5090 -2.3075  0.266
H -2.8437 -2.5685 -2.5090  0.354
H -1.5481 -2.4186 -3.7057  0.320
H -1.8129 -0.9329 -1.2619  0.333
H 0.6956 -2.0369 -3.6373  0.529
H 2.6203 -0.2693 -2.2253  0.210
H 3.7494 1.1926 -4.0981  0.315
H 4.5344 0.0762 -5.2406  0.327
H 4.8155 -0.1030 -3.4932  0.336
H 0.7639 -3.6811 -1.8460  0.232
H 2.3641 -4.0315 -3.7281  0.364
H 3.6236 -3.2110 -2.7774  0.315
H 2.9129 -4.7240 -2.1886  0.464
H 1.4862 -2.3070 -0.1545  0.173
C -4.2075 6.4266 2.6572  -0.826
O -2.9723 6.3367 1.9345  -0.470
C -2.3839 5.0973 1.8808  0.485
C -1.7013 4.7651 0.7092  -0.544
C -1.0949 3.5127 0.5588  -0.487
C -1.1518 2.5635 1.5817  0.156
N -0.5196 1.3322 1.3680  0.108
C -0.8322 0.1087 1.9577  -0.331
C -2.1480 -0.2185 2.2523  -0.250
C -2.4565 -1.4785 2.7474  -0.608
N -1.5254 -2.4190 2.9410  -0.716
C -0.2473 -2.1233 2.6650  0.188
C 0.7073 -3.1190 2.8793  -0.428
C 2.0611 -2.8842 2.6221  -0.365
C 2.4652 -1.6357 2.1454  -0.954
C 1.5201 -0.6320 1.9106  0.022
C 0.1534 -0.8650 2.1653  0.593
C -1.7985 2.9068 2.7805  -0.374
C -2.4139 4.1600 2.9289  -0.397
H -4.7229 7.3519 2.3841  0.257
H -4.8675 5.5852 2.4201  0.359
H -4.0237 6.4430 3.7358  0.291
H -1.6554 5.4917 -0.0954  0.401
H -0.5828 3.2755 -0.3681  0.418
H 0.0626 1.2484 0.5295  0.137
H -2.9474 0.4899 2.0756  0.547
H -3.4924 -1.7160 2.9684  0.393
H 0.3756 -4.0790 3.2584  0.496
H 2.7952 -3.6670 2.7924  0.394
H 3.5167 -1.4492 1.9454  0.379
H 1.8616 0.3306 1.5410  0.429
H -1.8144 2.1994 3.6032  0.483
H -2.9010 4.3984 3.8678  0.269